A | # C40H49Br2N8O8RbSSi

C40H49Br2N8O8RbSSi as an isolated structure (ωB97M-V with the def2-TZVPD basis set, the Open Molecules 2025 dataset).

As for the highest occupied orbital energy: -3.4 eV. The net charge is -2. As for the LUMO energy: 3.667 eV.

Geometry as XYZ:
```
110
C40H49Br2N8O8RbSSi | the Open Molecules 2025 dataset | ωB97M-V with the def2-TZVPD basis set
H -0.74 4.74 1.14
H -0.47 2.80 6.20
C 0.40 2.94 5.55
C -2.93 0.39 2.61
C -0.31 5.67 1.53
H 2.74 4.94 5.90
C -3.42 -0.42 -1.72
C 3.75 -4.47 -0.28
N 1.99 -1.91 0.78
C 1.87 -1.35 -4.63
H 2.87 -1.14 -4.99
C 1.19 -0.44 -3.83
H 8.06 -5.34 -0.72
H -0.58 6.08 4.47
H -5.23 -1.27 0.79
C -5.33 -0.36 2.63
H -0.91 6.02 2.37
H 2.75 6.90 2.58
C 4.83 -5.34 -0.28
H 2.78 -4.80 0.08
C -2.03 -2.13 3.05
C 4.44 -0.84 3.84
H 5.27 4.31 3.29
H -2.86 3.19 -2.75
C -2.40 1.60 -1.39
N -5.83 -0.78 1.47
H -6.81 -0.62 1.30
H 5.07 -0.55 4.66
H 7.18 -3.27 -1.58
N -2.58 0.33 -0.99
C 3.07 -1.05 3.98
H -1.61 -3.12 3.18
H 2.59 -0.92 4.95
H 1.66 0.50 -3.57
H 3.58 1.97 3.77
H 2.95 2.44 5.34
H -0.10 -1.18 2.95
H 2.96 5.05 0.67
H 7.10 -6.53 -0.09
C -1.27 3.50 3.83
C 1.17 5.52 1.89
Si 1.44 4.10 3.17
Br 2.10 -3.85 -5.97
C 1.67 6.87 2.44
H 3.10 6.18 4.70
H 4.40 5.20 5.37
H -4.73 -0.62 -3.41
H -1.59 -2.00 -3.16
H 4.18 5.40 2.42
H 0.64 1.97 5.12
C 0.05 3.98 4.48
H -3.25 1.40 2.39
C -1.40 2.49 -0.64
N -1.62 0.20 2.69
H -0.99 5.19 5.93
O 1.46 -2.78 -1.43
H 4.71 -6.35 0.08
H 0.67 5.72 5.67
H 1.41 7.65 1.71
C 4.27 4.40 2.85
H -0.54 -3.73 -4.56
H 4.62 2.82 4.92
N 2.28 -1.39 2.99
H 5.97 -0.83 2.33
O -4.60 1.84 -4.30
H 1.23 3.26 6.19
H -4.09 -2.75 3.03
O 2.93 -0.82 -1.29
H -1.67 4.19 3.10
C -3.92 1.37 -3.21
S 2.50 -2.08 -0.71
H -4.33 2.76 -4.43
H 5.23 -1.71 -1.53
C 4.92 -0.99 2.55
C 1.23 -2.54 -4.90
H -1.15 2.53 3.34
C -4.10 0.05 -2.84
C -0.02 -2.80 -4.39
C -3.86 -0.64 2.76
C -0.61 -1.82 -3.59
H 4.20 3.67 2.03
H 1.19 7.13 3.38
N 4.16 -1.32 1.52
C -3.39 -1.92 2.97
C 6.21 -3.61 -1.21
C 3.91 -3.17 -0.73
H -0.39 6.43 0.74
C 1.89 5.22 0.56
Br 1.33 2.21 2.00
C 3.22 4.12 3.93
C 3.36 5.18 5.03
N -0.02 -0.65 -3.32
H 1.45 4.35 0.06
O -3.39 -2.72 -2.20
O -5.98 0.19 3.52
C 3.60 2.75 4.53
H 1.76 6.08 -0.10
H -2.01 3.38 4.63
O -1.79 2.97 0.44
C -3.67 -1.88 -1.33
N 7.16 -5.81 -0.79
C 6.07 -4.91 -0.74
C 5.13 -2.74 -1.20
C 2.84 -1.53 1.76
C -1.18 -1.04 2.91
C -0.21 5.32 5.17
O -0.29 2.64 -1.21
O -4.20 -2.06 -0.21
C -3.05 2.16 -2.48
Rb 0.28 0.16 -0.29
```

=====

B | # C40H49Br2N8O8RbSSi

C40H49Br2N8O8RbSSi as an isolated structure (ωB97M-V with the def2-TZVPD basis set, the Open Molecules 2025 dataset).

As for the highest occupied orbital energy: -3.5 eV. The net charge is -2. As for the LUMO energy: 3.570 eV.

Geometry as XYZ:
```
110
C40H49Br2N8O8RbSSi | the Open Molecules 2025 dataset | ωB97M-V with the def2-TZVPD basis set
H -5.77 -3.67 1.73
H -3.86 -3.09 2.85
H -3.30 3.44 -4.68
N -1.57 -2.55 0.48
C -1.21 2.60 4.55
C -4.01 4.06 -2.00
C 4.53 -0.77 -1.07
C 3.22 -6.04 0.32
C 4.28 -1.73 -2.02
H 0.05 4.12 -0.47
C 0.07 2.55 5.06
H 1.57 3.71 -3.75
H 0.77 -4.12 -0.99
H 0.26 2.95 -4.66
H -1.82 0.15 -5.45
C -3.08 3.12 -1.21
H -4.52 1.52 -3.41
H 4.54 -0.22 7.53
C -1.26 -2.40 2.94
C 2.80 -1.37 7.01
C 3.82 -0.46 6.75
H 1.43 4.41 -1.54
O -5.54 -3.64 0.80
H 1.19 -1.30 4.04
H 1.05 -2.33 6.19
H -1.36 -0.35 -3.83
H 3.81 1.05 -0.19
N 1.12 2.12 4.37
Br -0.94 0.66 -1.14
H 0.74 -2.69 -3.39
C 1.96 -1.04 4.77
H 0.27 2.88 6.08
C -2.12 -2.68 1.68
H -1.73 3.31 0.51
H 2.17 -2.83 8.25
C -2.38 1.58 -3.94
O 3.51 -0.59 2.04
C 3.10 -1.66 -2.75
O -2.41 -2.45 -2.96
N 2.52 0.40 -1.65
H -4.01 0.35 -4.62
H -1.33 4.92 -3.95
C 2.81 -2.72 -3.78
N 2.68 -1.96 8.29
H 1.05 2.77 -1.02
H -3.25 4.22 0.63
N 1.51 -2.94 -4.05
H 4.70 0.87 5.29
H -1.69 3.13 -5.35
Br 3.86 -7.83 0.40
C -2.45 3.91 -0.06
C 3.39 -3.75 0.89
O -0.05 -2.71 2.86
N 1.82 1.09 2.37
C -1.34 2.20 3.22
S 3.20 0.55 2.89
H 1.35 -3.70 -4.69
H -4.45 1.37 -1.27
H 1.13 2.05 -3.39
C 0.87 1.68 3.11
C 3.00 -0.15 4.52
O -1.87 -1.89 3.89
H 3.88 -2.92 1.40
H -4.72 2.52 0.04
H -4.73 4.52 -1.30
C -3.65 -3.12 -0.54
H -2.31 2.23 2.73
H 0.15 5.58 -3.26
H 4.79 -5.25 1.56
H 4.95 -2.56 -2.20
H -4.60 3.52 -2.75
N -0.34 1.76 2.49
O -0.39 -2.53 -1.96
O 3.74 -3.32 -4.32
H -4.22 -3.26 -1.45
H -3.07 2.18 -5.90
C -2.32 -2.75 -0.61
Rb 0.82 -1.02 1.04
H 1.31 -0.51 -3.06
H -3.36 1.40 0.11
H -0.41 0.89 -4.68
C 3.90 -5.04 0.99
H 3.58 -2.12 8.72
H -3.48 4.87 -2.50
C 2.08 -5.75 -0.41
C 1.87 -1.64 6.01
H -1.94 4.82 -0.39
C 0.72 3.02 -3.67
H -1.30 5.46 -2.27
C 3.92 0.15 5.51
C -1.65 -2.55 -1.98
C -4.22 -3.27 0.72
C 3.63 0.28 -0.93
C -3.71 0.85 -3.69
H 1.53 -6.52 -0.93
C -1.42 0.51 -4.49
H -2.06 2.93 5.13
N 2.30 -3.45 0.19
C -3.45 -3.04 1.85
C -2.62 2.65 -5.02
C -0.72 4.95 -3.05
Si -1.71 2.35 -2.32
C 2.25 -0.59 -2.52
C 0.61 3.72 -1.32
C -0.24 3.56 -2.60
C -3.95 2.03 -0.56
C 1.66 -4.42 -0.44
H 5.40 -0.81 -0.43
O 4.24 1.56 3.00
H -3.61 0.06 -2.93
```

=====

B takes first place; second place is 78.8 kJ/mol up.

=====

A | # C5H36N2O12

A 12-piece molecular cluster, C5H36N2O12 overall (ωB97M-V with the def2-TZVPD basis set, the Open Molecules 2025 dataset).

As for the highest occupied orbital energy: -8.5 eV. As for the LUMO energy: 0.023 eV. Its SMILES is CN[C@H](CN)CCO.O.O.O.O.O.O.O.O.O.O.O.

Geometry as XYZ:
```
55
C5H36N2O12 | the Open Molecules 2025 dataset | ωB97M-V with the def2-TZVPD basis set
H -2.18 0.02 -0.27
O 1.92 0.45 -3.50
H -1.99 2.76 -0.65
O 0.67 -1.73 -2.59
C -1.13 -0.19 -0.11
H -0.64 0.64 -4.44
H -0.88 1.69 -1.91
H 0.02 -2.31 -2.15
C 1.86 1.25 1.18
H -0.93 -2.17 3.46
H -0.98 -0.74 2.03
C -0.88 2.25 -0.98
O -3.92 0.07 0.63
H 4.51 -1.62 1.86
H 1.60 -0.17 -2.85
O -0.82 0.70 3.66
H -0.09 -1.64 0.98
H -4.18 -0.89 0.71
H -2.29 -2.74 -1.20
O -3.02 2.01 2.63
H 0.51 3.82 -0.11
O 0.69 -3.74 0.76
N -0.99 -1.11 1.09
H 0.19 -3.00 3.34
O 3.80 0.16 -0.85
H 2.78 1.73 1.10
H -0.97 -0.70 -1.11
H 1.20 0.40 -0.58
H 1.61 0.05 -4.32
H 1.50 1.91 1.90
O -1.19 0.31 -3.68
O 3.75 -1.73 1.28
H -2.10 -3.65 -2.48
H -3.25 2.83 2.95
H -1.36 1.33 3.28
H 1.45 -2.42 -2.51
H 0.15 -4.20 0.16
H 2.04 0.29 1.63
H 3.57 -0.89 1.10
O 1.33 3.35 -1.95
H -0.69 0.32 -2.90
H -3.33 0.25 1.47
H 1.89 2.47 -1.94
H 3.52 1.05 -1.29
H 1.08 -4.33 1.42
H 2.97 -0.32 -0.75
C 0.14 3.47 -1.11
O -0.48 -2.87 3.84
N 1.09 1.19 -0.01
H -3.31 1.95 1.64
H -0.27 4.34 -1.64
H -0.65 1.80 1.13
O -1.68 -3.26 -1.72
H -1.20 0.31 4.31
C -0.41 1.25 0.04
```

=====

B | # C5H36N2O12

A 12-piece molecular cluster, C5H36N2O12 overall (ωB97M-V with the def2-TZVPD basis set, the Open Molecules 2025 dataset).

As for the highest occupied orbital energy: -8.6 eV. As for the LUMO energy: 0.141 eV. Its SMILES is C[C@H](O)CNCCN.O.O.O.O.O.O.O.O.O.O.O.

Geometry as XYZ:
```
55
C5H36N2O12 | the Open Molecules 2025 dataset | ωB97M-V with the def2-TZVPD basis set
H -3.95 -0.94 0.10
H 1.12 2.05 -3.06
H 0.18 -3.44 0.75
H 1.71 -0.90 3.04
H 2.34 -0.40 0.46
C 1.79 1.33 -3.13
H -1.06 3.85 2.92
H -2.62 -2.80 1.97
O -3.12 -1.18 0.50
H -0.46 -2.01 -0.35
H -0.22 -1.54 2.24
O -0.68 4.20 -1.11
O -0.67 -2.83 -0.77
H 1.85 -1.80 -0.82
H 0.93 -1.07 -2.43
O -2.55 2.25 -0.91
H -1.22 -1.56 -3.18
H 2.93 -0.08 -1.91
H -2.38 -1.09 -0.24
H -1.01 2.35 2.46
H -0.81 -0.08 -1.41
H -2.25 0.63 -1.61
O 1.06 -3.34 1.24
O 0.89 -0.48 -1.62
H -2.24 3.08 -1.03
O -0.39 -2.16 -3.31
H 1.42 1.96 1.99
O -2.34 -3.25 2.83
H -1.91 -2.47 3.31
H -0.66 -3.01 -3.70
H 1.57 0.66 -4.02
H 2.92 1.17 2.47
H 0.61 0.55 3.54
O -0.48 3.12 2.80
C 1.95 1.35 -0.54
H -2.24 1.93 -0.04
C 1.06 -0.03 2.70
H 2.64 2.22 -0.78
H -1.92 0.54 1.71
H -2.98 1.40 2.18
H -0.34 4.11 -1.99
H -0.12 4.27 -0.38
H 2.30 -3.10 -0.16
C 1.92 0.46 -1.79
H 0.91 1.62 -0.49
O -2.22 1.49 1.58
N 2.44 0.64 0.61
H -0.34 -2.82 -1.73
O 2.58 -2.37 -0.70
H 1.06 -3.79 2.00
C 1.97 0.99 1.92
H 2.69 1.85 -3.43
N -0.07 -0.63 1.97
O -1.75 -0.28 -1.56
H 0.15 -0.67 0.93
```

=====

B takes first place; second place is 365.3 kJ/mol up.

=====

A | # C2H5N2S

A 2-piece molecular cluster, C2H5N2S overall (ωB97M-V with the def2-TZVPD basis set, the Open Molecules 2025 dataset).

As for the highest occupied orbital energy: -14.0 eV. The net charge is +1. As for the LUMO energy: -4.817 eV.

Geometry as XYZ:
```
10
C2H5N2S | the Open Molecules 2025 dataset | ωB97M-V with the def2-TZVPD basis set
C 1.47 -0.67 0.04
H 2.78 -2.10 -0.28
H 0.31 0.51 1.97
C 0.45 0.22 0.37
H -0.50 1.24 -1.19
N 1.79 -1.86 -0.08
S 2.09 1.01 -0.06
H -1.58 0.01 -0.33
H -1.21 1.42 0.09
N -0.79 0.64 -0.39
```

=====

B | # C2H5N2S

An isolated ion of composition C2H5N2S and charge +1 (ωB97M-V with the def2-TZVPD basis set, the Open Molecules 2025 dataset).

As for the highest occupied orbital energy: -13.6 eV. The net charge is +1. As for the LUMO energy: -5.346 eV. Its SMILES is [H]/N=C(\[NH3+])C=S.

Geometry as XYZ:
```
10
C2H5N2S | the Open Molecules 2025 dataset | ωB97M-V with the def2-TZVPD basis set
C -0.09 -0.49 0.15
S 2.00 -0.27 1.73
C 1.35 -0.62 0.30
N -0.95 -1.27 0.49
N -0.50 0.96 -0.53
H -1.95 -1.17 0.43
H -0.95 0.80 -1.43
H 0.33 1.56 -0.66
H 1.92 -0.97 -0.55
H -1.16 1.45 0.08
```

=====

B takes first place; second place is 247.9 kJ/mol up.

=====

A | # C3H4AgO3

C3H4AgO3 as an isolated structure (ωB97M-V with the def2-TZVPD basis set, the Open Molecules 2025 dataset).

As for the highest occupied orbital energy (spin up / spin down): -22.2 / -22.0 eV. The net charge is +2. As for the LUMO energy (spin up / spin down): -10.477 / -14.389 eV. As for the spin multiplicity: 2.

Geometry as XYZ:
```
11
C3H4AgO3 | the Open Molecules 2025 dataset | ωB97M-V with the def2-TZVPD basis set
Ag 2.44 -0.08 0.21
H -1.27 1.58 0.23
O -1.31 -1.01 0.54
O 0.77 -1.47 -0.15
C 0.05 -0.63 0.39
O 0.39 0.52 0.73
H -3.26 -0.75 0.61
H -2.36 1.16 -1.19
C -2.32 -0.28 0.29
C -2.29 1.11 -0.09
H -3.21 1.57 0.32
```

=====

B | # C3H4AgO3

C3H4AgO3 as an isolated structure (ωB97M-V with the def2-TZVPD basis set, the Open Molecules 2025 dataset).

As for the highest occupied orbital energy (spin up / spin down): -19.5 / -19.6 eV. The net charge is +2. As for the LUMO energy (spin up / spin down): -8.897 / -11.574 eV. As for the spin multiplicity: 2.

Geometry as XYZ:
```
11
C3H4AgO3 | the Open Molecules 2025 dataset | ωB97M-V with the def2-TZVPD basis set
Ag 4.15 -0.19 -1.60
C 0.34 0.27 -2.16
C 4.49 2.23 -2.34
O 0.65 -0.74 -1.78
O 3.42 1.64 -2.05
H 6.37 1.54 -2.44
C -0.26 1.52 -2.49
H -0.13 1.69 -3.57
H 0.25 2.31 -1.93
O 5.49 1.26 -2.19
H -1.34 1.37 -2.27
```

=====

B takes first place; second place is 23.0 kJ/mol up.

=====

A | # C2H7O2P

One molecule with the formula C2H7O2P (ωB97M-V with the def2-TZVPD basis set, the Open Molecules 2025 dataset).

As for the highest occupied orbital energy: -10.5 eV. As for the LUMO energy: 0.824 eV. Its SMILES is C[P@H](=O)CO.

Geometry as XYZ:
```
12
C2H7O2P | the Open Molecules 2025 dataset | ωB97M-V with the def2-TZVPD basis set
H 1.93 0.06 -0.78
P -0.38 0.59 -0.08
O -1.72 -1.54 0.63
H 0.10 -1.26 1.79
H 0.33 -1.87 0.17
C 1.39 0.99 -0.69
O -1.13 1.60 0.63
C -0.31 -1.08 0.76
H -2.18 -0.73 0.30
H -1.18 0.33 -1.14
H 1.29 1.40 -1.65
H 1.85 1.51 0.08
```

=====

B | # C2H7O2P

One molecule with the formula C2H7O2P (ωB97M-V with the def2-TZVPD basis set, the Open Molecules 2025 dataset).

As for the highest occupied orbital energy: -9.9 eV. As for the LUMO energy: 0.740 eV. Its SMILES is CO[P@@H](C)=O.

Geometry as XYZ:
```
12
C2H7O2P | the Open Molecules 2025 dataset | ωB97M-V with the def2-TZVPD basis set
C 0.20 1.40 -1.02
H -1.78 -0.50 -0.49
C 0.68 -1.39 0.66
P -0.99 -0.47 0.68
H -0.56 0.87 -1.68
H 0.69 -2.40 0.30
H 0.18 2.44 -1.34
O -0.16 1.41 0.35
H 1.38 -0.79 0.08
H 1.29 1.10 -1.16
O -1.79 -0.41 1.88
H 0.85 -1.26 1.74
```

=====

A takes first place; second place is 21.3 kJ/mol up.